The following is a quantum chemistry calculation of a molecular structure, C9H25BrClN2O4PSTa at a distorted geometry, from OMol25.

Output
Orbital gap, eV: 6.902
Calculated total energy, eV: -125150.4472
LUMO level, eV: 2.64
HOMO, eV: -4.3
Total charge: -1
Maximum force, eV/Å: 1.96

Geometry as XYZ:
```
45
Properties=species:S:1:pos:R:3:mulliken_charge:R:1
C 4.668 -1.756 0.167 -1.18
C 3.952 -0.451 -0.198 -0.38
N 2.969 -0.631 -1.265 -0.39
Ta 1.040 0.145 -1.325 0.39
N 0.251 -1.209 -2.669 -0.75
C -0.926 1.243 -0.938 -1.32
C -1.279 1.714 0.482 0.46
C -2.220 2.912 0.499 -0.33
Cl -1.981 3.981 1.927 -0.27
C 0.720 -0.789 0.726 -1.31
C -0.395 -1.858 0.608 -0.55
C -1.569 -1.687 1.591 -0.94
C -2.880 -1.507 0.829 -0.53
S -4.199 -0.813 1.795 1.21
O -3.661 0.110 2.752 -0.57
O -5.120 -1.839 2.182 -0.68
O -4.998 0.050 0.698 -0.52
P 2.171 2.369 -0.461 0.21
O 3.427 2.538 -1.523 -0.44
Br 0.894 4.154 -1.108 -0.35
H 4.692 -2.424 -0.698 0.29
H 4.161 -2.284 0.978 0.26
H 5.696 -1.576 0.495 0.35
H 3.431 -0.066 0.683 0.28
H 4.688 0.312 -0.470 0.48
H 3.449 -0.598 -2.160 0.21
H 1.392 1.141 -2.886 -0.13
H 0.429 -1.074 -3.656 0.20
H 0.503 -2.164 -2.427 0.21
H -1.694 0.539 -1.297 0.38
H -0.961 2.104 -1.615 0.64
H -0.398 1.967 1.077 0.25
H -1.767 0.898 1.030 -0.27
H -2.090 3.540 -0.378 0.38
H -3.271 2.618 0.561 0.00
H 1.648 -1.252 1.076 0.33
H 0.462 -0.056 1.497 0.43
H 0.038 -2.853 0.743 0.38
H -0.813 -1.864 -0.409 0.41
H -1.412 -0.822 2.236 0.49
H -1.650 -2.565 2.237 0.47
H -2.729 -0.834 -0.017 0.08
H -3.272 -2.449 0.442 0.47
H -4.543 0.903 0.585 0.34
H 3.150 2.184 -2.393 0.30
```